# C38H51Cl3N2O3PPrSi

A structure of composition C38H51Cl3N2O3PPrSi at a distorted geometry (ωB97M-V with the def2-TZVPD basis set, the Open Molecules 2025 dataset).

Cartesian coordinates (Å):
C -1.64 3.06 4.11
C 0.27 1.15 4.84
H -0.87 -1.23 -4.53
C -2.33 -3.84 -0.11
H 2.74 -1.73 0.22
H -1.55 5.74 -2.98
H -0.69 -6.13 1.82
N -0.03 4.68 1.42
H -1.91 4.04 -2.47
H 1.01 0.41 5.14
H -1.73 5.71 0.74
C -0.62 -4.07 -3.31
H 1.40 -2.03 4.42
H -0.41 -4.69 -2.44
H 2.40 -4.01 -1.96
H 4.92 0.51 1.98
H 3.75 -3.49 -0.91
H 1.26 -4.79 1.01
H -0.96 -5.46 -4.92
H -0.40 5.01 -7.07
C 0.05 -3.51 -0.23
H -3.82 -3.94 4.31
H 1.67 3.81 -4.13
O 0.58 2.77 0.24
H -3.00 -5.42 1.15
C -0.89 5.87 1.41
H -2.39 3.80 3.82
C -1.48 -2.24 -1.84
C -1.62 -2.01 -4.35
H 1.27 -1.57 -3.37
H 0.25 -3.08 3.26
C -3.08 -3.25 3.92
C 2.80 0.17 2.20
P 0.06 -0.20 2.34
C -3.48 -2.03 3.35
H 2.53 0.96 1.49
C -1.15 -1.48 2.88
N 2.68 -1.91 -1.83
H 3.76 -2.58 4.77
H -1.29 3.93 6.05
C -1.28 2.06 3.21
C -1.20 -2.86 -3.18
H -1.06 6.20 -5.95
H -3.33 -3.47 -0.38
C 4.14 -0.06 2.49
H -1.41 -4.55 4.35
H -1.75 2.01 2.22
H 2.55 -0.28 -3.09
C 2.36 -1.26 -0.70
O -0.88 -1.00 -1.75
Cl -2.43 1.85 -0.49
C 0.25 -4.56 0.67
H 5.54 -1.27 3.60
H 3.86 -3.38 -2.70
C -1.73 -3.59 3.93
H -0.15 -3.93 -5.42
H -2.89 4.86 -3.72
C -2.53 -1.16 2.82
C 3.49 -1.79 4.06
H -2.56 -2.12 -1.82
H -2.59 -1.52 -4.15
C -1.04 3.11 5.37
H 1.47 4.49 -5.75
C 1.07 4.51 -4.73
C 3.20 -3.27 -1.83
C -0.78 -2.74 3.36
C -1.23 -3.18 -0.65
H 0.74 -5.19 -4.54
C 1.06 4.68 2.39
C -2.13 -4.90 0.76
H -2.86 -0.23 2.34
H -1.71 -2.60 -5.27
Si -0.77 4.12 -4.73
C -0.09 2.16 5.74
C 1.79 -0.59 2.82
C 4.49 -1.06 3.41
Pr 0.00 1.12 -1.77
C -1.86 4.74 -3.33
H 1.56 3.71 2.41
H 0.39 2.21 6.72
C -0.16 3.76 0.46
O 1.69 -0.18 -0.65
C -0.23 -4.68 -4.62
C 2.33 -1.37 -3.14
H 1.23 5.52 -4.34
H 2.97 -1.86 -3.88
H -4.53 -1.77 3.31
C -1.14 5.15 -6.28
H -2.14 5.01 -6.70
C 2.15 -1.51 3.82
H 1.78 5.48 2.14
H -1.28 6.06 2.42
Cl -1.35 1.98 -4.56
Cl 1.96 1.69 -3.55
H 0.88 -2.90 -0.57
C -0.84 -5.28 1.15
H -1.06 3.94 -0.16
H -0.33 6.75 1.06
H 0.64 4.89 3.39
C -0.31 1.10 3.57

⟨S²⟩: 2.002
charge: 0
DFT total energy: -4342.5072 Ha
highest occupied orbital energy (alpha / beta): -7.6 / -7.6 eV
spin multiplicity: 3

=====

# C24H35FN3OsSSbSe4Te

A structure of composition C24H35FN3OsSSbSe4Te at a distorted geometry (ωB97M-V with the def2-TZVPD basis set, the Open Molecules 2025 dataset).

Cartesian coordinates (Å):
C 1.28 1.14 2.60
C -0.51 1.09 4.65
C -3.24 1.17 0.53
C -0.86 -2.65 -5.42
H -3.39 3.16 1.33
H -3.16 1.93 2.57
C -2.87 2.23 1.57
C -3.66 -2.51 1.20
C 1.48 -2.48 -4.69
H -1.84 0.16 3.27
H 1.70 -1.44 1.27
H 1.01 2.04 5.84
H 4.13 1.87 0.06
C -0.86 0.59 3.41
Se 3.60 3.46 -3.30
H 3.09 5.35 -1.18
H -2.21 -3.96 1.80
H -4.33 1.13 0.49
H 1.01 -2.43 -0.01
H 1.74 -1.66 -5.35
H -0.15 -3.78 1.82
N -0.36 0.16 1.03
H -1.23 1.03 5.46
H 0.33 -4.30 -4.76
Se 0.75 3.11 -0.53
H 2.02 -3.17 1.23
H 0.79 -3.67 -6.35
F 2.25 1.10 1.66
C -3.86 -1.18 0.88
H 3.83 6.13 0.25
C 0.38 -2.47 3.39
C -0.35 -1.87 -3.16
C -2.79 1.63 -0.85
C -1.51 -0.72 1.12
C -2.81 -0.26 0.85
C -2.38 -2.93 1.53
H 0.78 -1.47 3.56
H -2.21 -2.17 -3.81
S -0.95 -1.35 -1.62
H 1.58 -1.63 -2.72
C 1.65 1.65 3.83
H 2.66 2.01 3.96
H 4.65 3.39 -0.71
C 2.95 5.64 -0.15
H 2.39 -3.03 -4.45
C 1.26 -2.41 1.05
H -1.65 -3.27 -5.84
H 2.08 6.28 -0.04
Sb 2.56 1.35 -3.49
H -4.48 -3.21 1.21
H 5.13 3.02 0.99
H -0.76 -1.75 -6.04
Te 2.63 3.86 0.94
Se -0.02 1.46 -3.12
H 1.13 -3.19 3.71
H -3.02 0.90 -1.63
Os 0.23 0.65 -0.85
H -0.50 -2.59 4.03
C 0.01 0.63 2.31
C -1.29 -2.06 1.50
H -4.86 -0.84 0.64
C 0.04 -2.70 1.92
Se 2.53 0.00 -1.20
C 0.46 -3.39 -5.35
N -1.24 -2.27 -4.07
H -1.80 2.45 1.56
H -3.26 2.58 -1.12
H -1.72 1.85 -0.85
C 4.37 2.92 0.23
C 0.74 1.64 4.88
N 0.93 -1.96 -3.44

charge: 0
DFT total energy: -11802.5741 Ha
highest occupied orbital energy (alpha / beta): -6.8 / -6.8 eV
spin multiplicity: 1
energy relative to the best compared isomer or geometry (same formula, charge and spin): 41.6 kJ/mol

=====

# C5H9NO

The molecule C5H9NO (ωB97M-V with the def2-TZVPD basis set, the Open Molecules 2025 dataset).

Cartesian coordinates (Å):
C 1.80 -1.27 0.45
H -0.58 -1.12 -0.86
H -1.68 1.92 -2.58
H 1.66 -2.36 0.39
C -1.97 1.19 -1.80
H 2.69 -1.08 1.06
C -0.68 -0.62 0.10
H 1.20 1.57 1.20
C -0.45 0.86 0.02
H -1.63 -0.89 0.56
O -0.91 1.79 -0.65
H 1.97 -0.89 -0.56
H 0.37 -0.97 2.07
H -2.89 1.64 -1.38
N 0.53 0.85 0.94
C 0.56 -0.63 1.04

charge: 0
DFT total energy: -325.7685 Ha
highest occupied orbital energy: -6.9 eV
spin multiplicity: 1
energy relative to the best compared isomer or geometry (same formula, charge and spin): 443.9 kJ/mol

=====

# C13H6AsCl2F6N4O4S7SeV

A structure of composition C13H6AsCl2F6N4O4S7SeV at a distorted geometry (ωB97M-V with the def2-TZVPD basis set, the Open Molecules 2025 dataset).

Cartesian coordinates (Å):
C -0.07 -2.18 -1.82
Cl 0.60 -1.98 -4.27
O -4.59 0.33 2.70
N -2.23 0.80 -2.01
S 6.12 5.29 -4.12
Se -1.71 0.33 -3.65
As 4.79 3.77 -3.72
H 2.12 2.66 -0.07
F 0.58 -0.81 5.06
S -1.64 -1.73 4.21
C 2.24 -1.26 -0.67
S 2.66 4.19 -3.70
H -1.02 -2.51 -2.31
Cl 3.58 -0.39 0.20
C 0.15 -2.37 -0.46
H 0.22 2.57 1.38
C -1.03 1.62 -0.04
F -3.26 -2.95 1.42
H -1.90 1.46 0.54
C 1.21 2.26 -0.46
C 1.28 -1.86 0.12
S 3.52 -0.45 -3.01
H 1.54 -1.99 1.14
V 2.90 1.75 -3.16
F -1.16 0.16 5.90
C -1.17 1.30 -1.42
C -4.25 -2.12 1.81
N -0.09 0.97 -3.45
N 1.24 1.83 -1.72
C 2.19 -1.23 -2.08
O -1.63 -2.54 5.40
O -2.39 -0.23 1.65
C 0.02 1.40 -2.23
S 4.78 2.46 -1.91
F -5.05 -1.70 0.81
C -0.65 -0.35 4.75
H -0.68 -2.82 0.10
S -3.47 -0.57 2.57
C 0.07 2.19 0.43
N -3.02 -1.10 4.00
F -4.92 -2.81 2.74
F -0.49 0.63 3.89
C 0.99 -1.76 -2.56
S 4.66 2.12 -5.02
O -1.04 -2.35 3.06

⟨S²⟩: 2.044
charge: -2
DFT total energy: -10907.2895 Ha
highest occupied orbital energy (alpha / beta): -2.6 / -2.6 eV
spin multiplicity: 3
energy relative to the best compared isomer or geometry (same formula, charge and spin): 0.0 kJ/mol